No. 1
A single C4H9N2O2 molecule in a non-equilibrium geometry. Source: the Open Molecules 2025 dataset; level of theory: wB97M-V/def2-TZVPD.

ORCA input file:
```
! RIJCOSX wB97M-V def2-TZVPD def2/J DEFGRID3
* xyz 0 2
O 2.011 -0.697 0.639
C 1.446 0.310 0.350
C 0.535 0.525 -0.962
C -0.838 -0.024 -0.673
C -1.330 0.082 0.774
N -2.257 -0.824 1.174
O -0.781 0.860 1.531
N 1.179 -0.058 -2.165
H 1.576 1.263 0.889
H 0.476 1.603 -1.180
H -1.531 0.667 -1.167
H -1.021 -1.065 -0.955
H -2.650 -0.809 2.110
H -2.571 -1.566 0.562
H 2.279 -0.014 -2.201
H 1.034 0.464 -3.057
H 1.019 -1.047 -2.412
*
```

As for the expectation value of S²: 0.751. The total energy is -11365.5767 eV. As for the gap between HOMO and LUMO (alpha / beta): 4.4 / 10.3 eV. Its max |F| is 2.42 eV/Å. Its molar mass is 117.13 g mol⁻¹. The value obtained for the LUMO energy (alpha / beta) is 0.5 / 0.4 eV.


No. 2
A single C4H9N2O2 molecule in a non-equilibrium geometry. Source: the Open Molecules 2025 dataset; level of theory: wB97M-V/def2-TZVPD.

ORCA input file:
```
! RIJCOSX wB97M-V def2-TZVPD def2/J DEFGRID3
* xyz 0 2
N 0.111 -2.102 -1.841
C 0.224 -1.035 -0.873
C -1.115 -0.555 -0.313
N -1.097 0.340 0.719
C 0.060 0.743 1.454
C 1.005 1.803 0.701
O 2.089 1.168 0.262
O -2.158 -0.847 -0.862
H -0.572 -1.848 -2.542
H -0.145 -2.999 -1.458
H 0.950 -1.332 -0.128
H 0.581 -0.173 -1.434
H -1.941 0.871 0.857
H 0.739 -0.065 1.702
H -0.330 1.195 2.336
H 0.422 2.286 -0.075
H 1.175 2.551 1.494
*
```

As for the expectation value of S²: 0.755. The total energy is -11366.9156 eV. As for the gap between HOMO and LUMO (alpha / beta): 10.1 / 7.4 eV. Its max |F| is 1.16 eV/Å. Its molar mass is 117.13 g mol⁻¹. The value obtained for the LUMO energy (alpha / beta) is 0.7 / -1.9 eV.


No. 3
A single C4H9N2O2 molecule in a non-equilibrium geometry. Source: the Open Molecules 2025 dataset; level of theory: wB97M-V/def2-TZVPD.

ORCA input file:
```
! RIJCOSX wB97M-V def2-TZVPD def2/J DEFGRID3
* xyz 0 2
C 0.407 0.836 -0.471
N -0.612 0.935 -1.519
C -1.450 2.056 -1.778
O -2.262 1.898 -2.673
O -1.214 3.049 -1.033
C -0.087 0.100 0.785
N 1.068 -0.738 1.339
C 0.761 -2.199 1.367
H 1.161 0.249 -1.013
H 0.730 1.845 -0.224
H -1.036 0.083 -1.835
H -0.910 -0.547 0.513
H -0.272 0.765 1.620
H 1.791 -0.660 0.636
H 0.469 -2.499 2.382
H 1.632 -2.778 1.078
H -0.175 -2.394 0.826
*
```

As for the expectation value of S²: 0.759. The total energy is -11366.2901 eV. As for the gap between HOMO and LUMO (alpha / beta): 10.2 / 5.8 eV. Its max |F| is 3.49 eV/Å. Its molar mass is 117.13 g mol⁻¹. The value obtained for the LUMO energy (alpha / beta) is 0.7 / -3.6 eV.


No. 4
A gas-phase ion, C4H9N2O2 (charge +1) in a non-equilibrium geometry. Source: the Open Molecules 2025 dataset; level of theory: wB97M-V/def2-TZVPD.

ORCA input file:
```
! RIJCOSX wB97M-V def2-TZVPD def2/J DEFGRID3
* xyz 1 1
O -1.657 1.585 -1.362
O -0.813 0.697 -2.067
C 0.150 0.166 -1.249
N 0.786 1.168 -0.487
C 1.053 1.007 0.725
C 0.765 -0.206 1.559
C 0.164 -1.383 0.766
N -0.663 -0.834 -0.299
H -2.002 2.228 -1.946
H 0.962 -0.166 -1.970
H 1.485 1.811 1.193
H 1.806 -0.394 2.050
H 0.018 -0.042 2.418
H 1.017 -1.899 0.204
H -0.622 -2.020 1.252
H -1.046 -1.382 -1.045
H -1.403 -0.337 0.258
*
```

As for the structure (SMILES): OO[C@H]1N=CCC[NH2+]1. The total energy is -11357.8914 eV. As for the gap between HOMO and LUMO: 11.1 eV. Its max |F| is 3.46 eV/Å. Its molar mass is 117.13 g mol⁻¹. The value obtained for the LUMO energy is -3.5 eV.


> What is the formula in the first record?

C4H9N2O2


> What is the formula in the first record?

C4H9N2O2